Record 1
Here is C24H41Cl6FO5 as an isolated structure from the OMol25 dataset. Energies are from the ωB97M-V functional and the def2-TZVPD basis.

Last column: Löwdin charge in e.
Element x y z (Å)
F (-5.42160, -1.49869, 3.38080)  0.03
C (-4.28648, -0.89089, 2.86394)  -0.24
C (-2.98161, -1.34658, 3.04493)  0.03
C (-1.89480, -0.70235, 2.42040)  -0.20
C (-2.14700, 0.44890, 1.71103)  -0.23
C (-3.41470, 0.89816, 1.55587)  -0.07
C (-4.47553, 0.27541, 2.17823)  0.00
H (-2.75554, -2.28213, 3.53485)  0.11
H (-0.85809, -0.96191, 2.57619)  -0.11
H (-1.33195, 1.05796, 1.34888)  -0.12
H (-3.52483, 1.83497, 1.02989)  0.07
H (-5.46899, 0.68782, 2.27497)  0.12
C (0.33442, 1.17521, 3.17329)  -0.77
Cl (0.02370, 2.28840, 1.74570)  0.75
Cl (1.96863, 0.61346, 3.26917)  0.68
H (0.14148, 1.69993, 4.10900)  0.07
H (-0.33258, 0.31790, 3.08254)  -0.04
C (0.63933, -3.07645, 2.63794)  -0.90
Cl (2.11988, -3.53515, 1.73762)  0.74
Cl (1.04262, -1.84729, 3.88834)  0.57
H (-0.06379, -2.58159, 1.96798)  -0.12
H (0.24014, -3.97761, 3.10340)  0.05
C (0.70604, 0.23047, 0.29535)  -0.58
Cl (0.27211, -1.17001, 1.38220)  0.76
Cl (-0.71935, 1.15992, -0.28070)  0.79
H (1.36106, 0.90319, 0.84896)  -0.04
H (1.10612, -0.11769, -0.65692)  0.01
C (4.33163, 2.61188, -0.07420)  -0.03
C (3.00446, 2.37511, 0.60592)  -0.42
O (2.02472, 2.03774, -0.02589)  -0.11
C (2.94237, 2.61216, 2.12813)  -0.16
H (5.00314, 3.34487, 0.37292)  0.08
H (4.29190, 3.02008, -1.08410)  0.09
H (4.83366, 1.64509, -0.03681)  0.05
H (1.96052, 2.37205, 2.53607)  -0.10
H (3.12740, 3.67058, 2.31149)  0.10
H (3.74736, 2.08382, 2.63896)  0.07
C (-1.84047, 2.89820, -1.52100)  -0.10
C (-3.11690, 2.13345, -1.74094)  -0.41
O (-3.17782, 1.28317, -2.63820)  0.04
C (-4.35124, 2.56940, -0.96934)  0.00
H (-1.34112, 2.50285, -0.63644)  -0.10
H (-2.07417, 3.95692, -1.40876)  0.11
H (-1.15026, 2.79912, -2.35879)  0.12
H (-4.49924, 3.64921, -0.98396)  0.09
H (-4.17216, 2.31041, 0.07419)  0.02
H (-5.24956, 2.09267, -1.36157)  0.10
C (3.38782, 0.14150, -1.59004)  0.01
C (3.76451, -0.44589, -0.26077)  -0.39
O (4.42672, 0.19354, 0.53870)  0.01
C (3.23335, -1.81715, 0.10923)  -0.11
H (4.22312, 0.04383, -2.28346)  0.11
H (3.05520, 1.17735, -1.52295)  0.08
H (2.56033, -0.50350, -1.88556)  -0.02
H (3.74889, -2.64530, -0.37707)  0.12
H (2.27249, -1.87902, -0.40166)  0.00
H (3.25127, -1.95987, 1.18970)  0.01
C (-0.98359, 0.28011, -2.15962)  -0.27
C (-1.56482, -0.22702, -3.44617)  -0.43
O (-1.77192, 0.42521, -4.46929)  0.04
C (-2.00392, -1.69971, -3.39983)  -0.03
H (-1.25090, 1.32367, -1.99339)  -0.03
H (0.07641, 0.10606, -2.34462)  0.11
H (-1.26665, -0.29683, -1.27921)  0.06
H (-1.15985, -2.31061, -3.71991)  -0.01
H (-2.85736, -1.84361, -4.06242)  0.10
H (-2.20111, -1.92197, -2.35111)  0.09
C (0.45617, -2.74796, -3.15731)  0.00
C (0.90425, -2.23135, -1.78535)  -0.31
O (1.44867, -1.12853, -1.69628)  -0.16
C (0.67607, -3.10307, -0.54495)  -0.12
H (-0.57334, -3.09976, -3.22401)  0.06
H (1.16371, -3.52429, -3.44852)  0.11
H (0.72289, -1.98457, -3.88820)  0.12
H (0.50971, -4.17437, -0.65779)  0.10
H (-0.26397, -2.70381, -0.16415)  0.07
H (1.44323, -3.01488, 0.22433)  -0.13

Frontier orbital gap ... 7.6 eV
Charge ... 0
LUMO level ... 0.06 eV
Energy relative to the best compared isomer or geometry (same formula, charge and spin) ... 25.748 eV
HOMO level ... -7.56 eV


Record 2
Here is one molecule with the formula C3H9O2PS2 from the OMol25 dataset. Energies are from the ωB97M-V functional and the def2-TZVPD basis.

Last column: Löwdin charge in e.
Element x y z (Å)
C (1.10829, -0.78171, -0.23586)  -0.10
C (0.57525, 1.80203, 0.00141)  -0.07
C (0.38547, 0.32250, 0.50356)  -0.32
O (-3.40217, -0.34246, 0.96124)  -0.23
O (-1.26765, 0.24603, 0.13012)  -0.35
P (-1.97251, -0.99193, 0.77864)  -0.10
S (-1.22840, -1.58536, 2.52282)  0.21
S (-2.08182, -2.62041, -0.64218)  0.45
H (2.17924, -0.46836, -0.31253)  0.10
H (0.92635, -1.76479, 0.30394)  0.07
H (0.55698, -0.92063, -1.26138)  0.11
H (0.55846, 1.95969, -1.08341)  0.08
H (1.59843, 2.14174, 0.13389)  0.06
H (0.01614, 2.60786, 0.56697)  0.10
H (0.56980, 0.25412, 1.63045)  0.11
H (-3.99521, -0.93234, 1.44056)  0.07
H (-1.47166, -3.45416, 0.23039)  -0.18

SMILES string ... CC(C)O[P@](O)(=S)S
Frontier orbital gap ... 9.4 eV
Charge ... 0
LUMO level ... 0.52 eV
Energy relative to the best compared isomer or geometry (same formula, charge and spin) ... 0.237 eV
HOMO level ... -8.83 eV


Record 3
Here is a 7-piece molecular cluster, C49H56F6NO5 overall from the OMol25 dataset. Energies are from the ωB97M-V functional and the def2-TZVPD basis.

Last column: Löwdin spin population.
Element x y z (Å)
C (0.80470, 3.57609, -2.06524)  0.00
C (-0.60906, 3.80083, -2.59831)  0.03
C (-0.41221, 4.36856, -3.99633)  0.00
C (-1.31812, 2.46595, -2.79947)  0.02
C (-1.95686, 1.85937, -1.56077)  0.00
O (-2.90409, 0.90308, -1.92464)  0.00
C (-0.97895, 1.17717, -0.65153)  0.00
O (-0.45345, -0.04123, -1.14205)  0.00
C (0.75471, -0.09187, -0.46447)  0.00
O (1.28646, -1.36660, -0.33292)  0.00
C (2.33435, -1.14454, 0.57720)  0.00
C (1.79949, -1.39857, 1.96341)  0.00
O (0.89745, -2.46279, 1.91899)  0.00
C (-2.73449, 2.94488, -0.81522)  0.02
C (-2.01661, 4.26442, -0.63577)  0.03
C (-1.06583, 4.24508, 0.56067)  0.01
C (-3.10033, 5.26781, -0.23732)  0.00
N (-1.39173, 4.78238, -1.84843)  0.37
O (-2.16389, 5.46116, -2.56036)  0.53
H (1.17428, 2.67358, -2.49517)  0.00
H (1.43164, 4.34708, -2.44833)  0.00
H (0.87709, 3.48976, -1.00633)  0.00
H (0.02193, 5.33654, -3.97698)  0.00
H (0.30103, 3.71691, -4.46286)  0.00
H (-1.29248, 4.30138, -4.58244)  0.00
H (-0.64453, 1.74315, -3.19895)  0.00
H (-2.06540, 2.62444, -3.55014)  0.00
H (-3.22827, 1.09832, -2.77459)  0.00
H (-1.49901, 0.96777, 0.26830)  0.00
H (-0.18181, 1.85525, -0.42835)  0.00
H (1.43351, 0.54286, -1.00681)  0.00
H (0.58715, 0.29210, 0.52711)  0.00
H (2.58458, -0.10338, 0.51073)  0.00
H (3.22085, -1.67947, 0.34731)  0.00
H (1.27990, -0.50447, 2.25173)  0.00
H (2.52699, -1.56349, 2.71901)  0.00
H (0.10109, -2.11187, 1.59235)  0.00
H (-3.63068, 3.11256, -1.36768)  0.00
H (-3.02712, 2.53721, 0.12673)  0.00
H (-1.49245, 4.74210, 1.39452)  0.00
H (-0.17581, 4.78544, 0.33648)  0.00
H (-0.82842, 3.25728, 0.88789)  0.00
H (-3.40487, 4.96892, 0.74300)  0.00
H (-3.95749, 5.20818, -0.85956)  0.00
H (-2.69937, 6.24728, -0.13612)  0.00
F (1.93872, -8.87791, 2.63641)  0.00
C (0.96058, -7.95453, 2.46955)  0.00
C (-0.35053, -8.32284, 2.67416)  0.00
C (-1.34707, -7.37552, 2.50760)  0.00
C (-1.02099, -6.08315, 2.12991)  0.00
C (0.30408, -5.73103, 1.92568)  0.00
C (1.30490, -6.67210, 2.10159)  0.00
H (-0.58448, -9.33913, 2.95969)  0.00
H (-2.37918, -7.64798, 2.66999)  0.00
H (-1.80205, -5.34940, 1.99265)  0.00
H (0.55807, -4.72641, 1.62886)  0.00
H (2.34587, -6.41643, 1.95665)  0.00
F (2.43024, 5.89295, -3.46926)  0.00
C (3.33439, 6.76960, -2.97533)  0.00
C (3.74256, 6.64326, -1.66514)  0.00
C (4.67071, 7.53905, -1.16178)  0.00
C (5.16873, 8.55009, -1.96812)  0.00
C (4.74224, 8.66319, -3.28186)  0.00
C (3.82155, 7.76436, -3.79382)  0.00
H (3.33586, 5.85219, -1.04996)  0.00
H (5.00501, 7.44799, -0.13916)  0.00
H (5.88961, 9.24973, -1.57183)  0.00
H (5.12661, 9.45283, -3.90959)  0.00
H (3.48235, 7.83096, -4.81810)  0.00
F (-7.70469, 3.08320, -0.73669)  0.00
C (-7.51131, 1.74661, -0.70057)  0.00
C (-8.50121, 0.93901, -0.18534)  0.00
C (-8.30119, -0.43124, -0.15386)  0.00
C (-7.11597, -0.97438, -0.62649)  0.00
C (-6.12764, -0.14458, -1.13827)  0.00
C (-6.32908, 1.22571, -1.18022)  0.00
H (-9.41538, 1.38147, 0.18562)  0.00
H (-9.07172, -1.07669, 0.24113)  0.00
H (-6.96353, -2.03987, -0.59542)  0.00
H (-5.20308, -0.55876, -1.50301)  0.00
H (-5.57499, 1.88814, -1.58179)  0.00
F (-2.59731, -4.97127, -3.99134)  0.00
C (-1.63944, -5.52169, -3.22846)  0.00
C (-1.11515, -4.79846, -2.17538)  0.00
C (-0.12668, -5.37827, -1.40235)  0.00
C (0.32489, -6.65656, -1.69576)  0.00
C (-0.21541, -7.36219, -2.75424)  0.00
C (-1.20886, -6.79444, -3.52666)  0.00
H (-1.47584, -3.79829, -1.97395)  0.00
H (0.30610, -4.84300, -0.57516)  0.00
H (1.10364, -7.10136, -1.09291)  0.00
H (0.14056, -8.35593, -2.98186)  0.00
H (-1.64886, -7.32947, -4.35691)  0.00
F (-1.90099, 7.08092, 2.39410)  0.00
C (-0.67063, 7.60936, 2.55669)  0.00
C (0.00885, 7.38272, 3.73452)  0.00
C (1.27358, 7.92324, 3.89667)  0.00
C (1.83764, 8.68755, 2.88780)  0.00
C (1.13869, 8.90789, 1.71175)  0.00
C (-0.12246, 8.36202, 1.54002)  0.00
H (-0.45095, 6.78951, 4.51274)  0.00
H (1.81908, 7.74777, 4.81174)  0.00
H (2.82254, 9.11104, 3.01888)  0.00
H (1.57549, 9.50605, 0.92599)  0.00
H (-0.67982, 8.51580, 0.62600)  0.00
F (6.49920, -12.69338, 1.77377)  0.00
C (5.94165, -12.04887, 2.81953)  0.00
C (6.57530, -12.08204, 4.04302)  0.00
C (6.00350, -11.41586, 5.11398)  0.00
C (4.80634, -10.73657, 4.95115)  0.00
C (4.18043, -10.71764, 3.71412)  0.00
C (4.75372, -11.37415, 2.63754)  0.00
H (7.50449, -12.62393, 4.15099)  0.00
H (6.49280, -11.42750, 6.07663)  0.00
H (4.36098, -10.22121, 5.78951)  0.00
H (3.24773, -10.19350, 3.58767)  0.00
H (4.28605, -11.36464, 1.66275)  0.00

⟨S²⟩ ... 0.7539
2S+1 ... 2
Frontier orbital gap (spin up / spin down) ... 8.7 / 9.3 eV
Charge ... 0
LUMO level (spin up / spin down) ... 0.29 / 0.26 eV
HOMO level (spin up / spin down) ... -8.39 / -9.00 eV


no.,largest force on an atom (hartree/bohr)
1,0.2026
2,0.0575
3,0.0493